# C14H18BCoN9OSSe

A molecular structure, C14H18BCoN9OSSe (wB97M-V/def2-TZVPD, the Open Molecules 2025 dataset).

Geometry as ORCA input:
```
! wB97M-V def2-TZVPD RIJCOSX def2/J DEFGRID3
* xyz 0 2
Co 0.5310 -0.5873 0.1001
C 3.2524 -1.1615 -3.1351
C 2.9737 -1.2154 -1.7631
N 1.8071 -0.6398 -1.5050
N 1.3010 -0.2309 -2.6885
C 2.1573 -0.5216 -3.6816
B -0.0521 0.5192 -2.7253
N -1.1707 -0.4493 -2.2732
C -2.3337 -0.7753 -2.8668
C -3.0198 -1.6297 -2.0276
C -2.1828 -1.7668 -0.9104
N -1.0772 -1.0535 -1.0737
N 0.0370 1.6516 -1.6721
C -0.0880 2.9797 -1.8096
C 0.0090 3.5578 -0.5586
C 0.1959 2.4774 0.3117
N 0.2113 1.3363 -0.3714
H 4.1262 -1.5306 -3.6470
H 3.5565 -1.6409 -0.9590
H 1.9231 -0.2633 -4.7031
H -0.2840 0.9520 -3.8242
H -2.5820 -0.3879 -3.8432
H -3.9887 -2.0735 -2.1868
H -2.3172 -2.3532 -0.0131
H -0.2304 3.4201 -2.7845
H -0.0481 4.6040 -0.3070
H 0.3082 2.4665 1.3851
C -1.0892 -3.0100 3.8331
N 0.3044 -2.5836 3.7627
C 1.3767 -3.3734 4.1398
C 2.4913 -2.6781 3.8624
N 2.0866 -1.4697 3.3190
C 2.9758 -0.4484 2.7930
C 0.7421 -1.4219 3.2433
Se -0.2807 -0.0258 2.5617
H -1.1968 -3.9516 3.2980
H -1.6991 -2.2541 3.3495
H -1.3929 -3.1160 4.8737
H 1.2461 -4.3590 4.5527
H 3.5290 -2.9275 4.0006
H 3.9993 -0.7990 2.8988
H 2.8439 0.4862 3.3315
H 2.7640 -0.2763 1.7441
O 0.0761 -4.4886 1.6088
S 0.7546 -3.7477 0.5458
N 0.9483 -2.3266 0.6516
*
```

LUMO energy (spin up / spin down) in eV: 0.41 / 0.59
HOMO-LUMO gap (spin up / spin down) in eV: 8.31 / 8.45
<S²>: 0.80
ΔE to the lowest compared entry with this formula, charge and spin in kJ/mol: 0.0

---

# C14H18Cl2N2O4S

A single C14H18Cl2N2O4S molecule (wB97M-V/def2-TZVPD, the Open Molecules 2025 dataset).

Geometry as ORCA input:
```
! wB97M-V def2-TZVPD RIJCOSX def2/J DEFGRID3
* xyz 0 1
C -5.1594 -2.1633 -0.4721
N -3.9938 -1.3143 -0.5813
S -3.1844 -1.0198 0.8614
O -2.0631 -1.9001 1.0216
O -4.1430 -0.9408 1.9180
C -2.5283 0.6224 0.5297
C -1.1635 0.8259 0.5809
C -0.6176 2.0848 0.3566
C -1.4883 3.1437 0.0797
C -2.8621 2.9466 0.0217
C -3.3814 1.6809 0.2535
Cl -5.0634 1.4149 0.2012
H -3.5197 3.7720 -0.1971
Cl -0.8711 4.7097 -0.2282
C 0.8643 2.3072 0.4986
O 1.3288 3.2239 1.1406
N 1.6117 1.4039 -0.1690
H 1.1790 0.6015 -0.6007
C 3.0447 1.3263 -0.0204
H 3.5148 1.3892 -1.0075
C 3.4306 -0.0009 0.6483
C 4.9521 -0.1628 0.8068
H 5.2727 0.0077 1.8311
C 5.2003 -1.5965 0.3377
H 6.1889 -1.7403 -0.0908
H 5.0605 -2.2964 1.1615
C 4.0834 -1.7727 -0.6878
H 3.7889 -2.8107 -0.8468
H 4.3712 -1.3295 -1.6529
O 2.9702 -1.0895 -0.1474
H 5.4692 0.5446 0.1571
H 2.9119 -0.0701 1.6130
H 3.3604 2.1728 0.5924
H -0.5424 -0.0238 0.8246
C -3.0857 -1.6561 -1.6494
H -2.2835 -0.9205 -1.6611
H -3.6221 -1.6192 -2.5969
H -2.6496 -2.6515 -1.5121
H -5.8211 -1.9686 -1.3166
H -4.8951 -3.2261 -0.4526
H -5.6649 -1.9042 0.4548
*
```

LUMO energy in eV: 0.20
HOMO-LUMO gap in eV: 9.73
ΔE to the lowest compared entry with this formula, charge and spin in kJ/mol: 89.1
SMILES: CN(C)S(=O)(=O)c1cc(C(=O)NC[C@@H]2CCCO2)c(Cl)cc1Cl

---

# C14H18ClNO3W

A molecular structure, C14H18ClNO3W (wB97M-V/def2-TZVPD, the Open Molecules 2025 dataset).

Geometry as ORCA input:
```
! wB97M-V def2-TZVPD RIJCOSX def2/J DEFGRID3
* xyz 2 3
Cl 1.6815 -2.4980 -1.6288
C 1.9790 1.0432 1.1377
C 1.0194 1.9447 0.5902
C 0.9900 1.8011 -0.8109
H 0.4524 2.6981 1.1278
C 1.9704 0.8128 -1.1867
C 2.6009 0.3113 0.0336
H 3.4554 -0.3922 0.0689
H 2.3173 1.0262 2.1719
H 0.4258 2.4052 -1.5453
C 2.1502 0.3135 -2.5630
W 0.6697 -0.4215 0.0208
C -0.5294 -0.0628 1.6901
C 0.6109 -2.4726 0.2429
O -1.3006 0.2173 2.5146
O 0.0769 -3.4835 0.4944
H 1.2860 0.5499 -3.1902
H 2.2726 -0.7940 -2.5933
H 3.0298 0.7956 -2.9937
O -2.1702 0.7595 -1.4800
C -3.1237 0.5244 -0.7995
C -4.3423 1.4323 -0.7350
C -5.3449 0.8108 -1.6879
C -6.2473 -0.2524 -1.0404
C -5.4847 -1.5302 -0.6298
C -4.3952 -1.2999 0.3881
N -3.2119 -0.6606 -0.1346
H -4.7904 1.5281 0.2574
H -4.1377 2.4302 -1.0733
H -5.9670 1.5527 -2.2209
H -4.7754 0.3179 -2.4815
H -6.7080 0.1894 -0.1355
H -7.0880 -0.5205 -1.7261
H -6.2285 -2.2599 -0.2563
H -5.0631 -1.9961 -1.5305
H -4.7841 -0.7286 1.2519
H -4.1194 -2.2870 0.8075
H -2.3267 -1.1650 -0.1089
*
```

LUMO energy (spin up / spin down) in eV: -10.22 / -11.12
HOMO-LUMO gap (spin up / spin down) in eV: 5.62 / 4.70
<S²>: 2.02
ΔE to the lowest compared entry with this formula, charge and spin in kJ/mol: 211.9

---

# C14H18IrN4S2

A molecular structure, C14H18IrN4S2 (wB97M-V/def2-TZVPD, the Open Molecules 2025 dataset).

Geometry as ORCA input:
```
! wB97M-V def2-TZVPD RIJCOSX def2/J DEFGRID3
* xyz 2 6
Ir -0.1268 -0.0912 -0.5207
C 2.2963 -0.5255 -2.4742
N 2.0501 0.0296 -1.1222
C 2.8450 -0.7285 -0.1215
C 2.4046 1.4697 -1.0564
C 1.3816 2.3146 -1.7819
N 0.0162 2.0649 -1.2596
C -0.9982 2.5077 -2.2442
C -0.1900 2.7564 0.0393
H 3.3606 -0.4638 -2.7131
H 1.7304 0.0195 -3.2246
H 1.9937 -1.5705 -2.5005
H 3.9098 -0.5090 -0.2350
H 2.6969 -1.7971 -0.2693
H 2.5455 -0.4518 0.8903
H 3.3955 1.6338 -1.4884
H 2.4640 1.7497 -0.0032
H 1.3777 2.0973 -2.8479
H 1.6356 3.3709 -1.6680
H -0.8594 3.5647 -2.4821
H -1.9974 2.3762 -1.8316
H -0.9033 1.9221 -3.1567
H 0.0665 3.8167 -0.0392
H 0.4408 2.3244 0.8216
H -1.2355 2.6786 0.3351
S -2.5551 -0.2983 -0.7675
C -2.2985 -1.2851 0.6452
C -3.0577 -1.0860 1.7970
C -2.8002 -1.8379 2.9459
C -3.5550 -1.5870 4.1392
N -4.1437 -1.3726 5.1033
C -1.8369 -2.8595 2.9169
C -1.1265 -3.1187 1.7416
C -1.3125 -2.3121 0.6229
S -0.3360 -2.5353 -0.7989
C -1.5966 -3.6640 4.0800
N -1.3879 -4.2936 5.0193
H -3.8623 -0.3608 1.8007
H -0.4311 -3.9484 1.7085
*
```

LUMO energy (spin up / spin down) in eV: -7.32 / -11.10
HOMO-LUMO gap (spin up / spin down) in eV: 7.38 / 5.66
<S²>: 8.78

---

# C14H18N2O5

A single C14H18N2O5 molecule (wB97M-V/def2-TZVPD, the Open Molecules 2025 dataset).

Geometry as ORCA input:
```
! wB97M-V def2-TZVPD RIJCOSX def2/J DEFGRID3
* xyz 0 1
C 2.4553 3.0422 2.5056
C 1.6267 1.8802 1.9709
C 1.6433 0.7016 2.9420
C 0.7490 -0.4669 2.4915
C 0.5420 -1.3872 3.6771
O 1.0193 -2.4827 3.8107
O -0.2394 -0.8294 4.6074
H -0.3538 -1.4306 5.3602
H -0.2334 -0.0687 2.2204
C 1.3507 -1.2505 1.3238
C 0.3355 -2.2176 0.6959
C -0.7680 -1.4404 0.0097
O -1.7487 -1.0308 0.5870
N -0.5125 -1.2140 -1.3183
C -1.2933 -0.5465 -2.2573
C -0.8296 -0.4955 -3.5689
C -1.5813 0.1515 -4.5375
C -2.7940 0.7562 -4.2320
C -3.2457 0.7031 -2.9260
C -2.5106 0.0622 -1.9436
H -2.8719 0.0225 -0.9296
H -4.1845 1.1658 -2.6654
H -3.3536 1.2493 -5.0108
N -1.0860 0.1899 -5.8910
O -1.7650 0.7487 -6.7245
O -0.0176 -0.3405 -6.1142
H 0.1067 -0.9535 -3.8530
H 0.3451 -1.6014 -1.6882
H -0.1043 -2.8266 1.4856
H 0.8431 -2.8765 -0.0098
H 1.7152 -0.5583 0.5634
H 2.1955 -1.8322 1.6973
H 1.2888 1.0530 3.9129
H 2.6669 0.3406 3.0673
H 0.5957 2.2068 1.8207
H 2.0250 1.5775 1.0008
H 2.4396 3.8756 1.8076
H 3.4891 2.7376 2.6533
H 2.0606 3.3855 3.4590
*
```

LUMO energy in eV: -0.56
HOMO-LUMO gap in eV: 8.65
ΔE to the lowest compared entry with this formula, charge and spin in kJ/mol: 314.1
SMILES: CCC[C@@H](CCC(=O)Nc1cccc([N+](=O)[O-])c1)C(=O)O

---

| no. | maximum force (eV/Å) | E (Eh) |
| --- | --- | --- |
| 1 | 1.6 | -5319.67235 |
| 2 | 1.1 | -2273.31806 |
| 3 | 6.2 | -1351.28608 |
| 4 | 0.3 | -1663.21730 |
| 5 | 1.4 | -1029.95862 |